(1)
67
Properties=species:S:1:pos:R:3:mulliken_charge:R:1 method="wB97M-V/def2-TZVPD" homo_energy_ev="-11.4 / -11.4" total_charge=+1 spin_multiplicity=1 de_lowest_ev=3.949 lumo_energy_ev="-6.88 / -6.88" total_energy_ev=-74923.079
Pd 1.484 0.358 -0.492 -0.12
O 1.944 -1.495 0.464 -0.18
C 3.265 -2.039 0.522 -0.89
C 4.244 -1.072 1.196 -0.99
N 4.312 0.191 0.490 0.36
C 4.964 0.255 -0.719 -0.84
C 4.034 -0.215 -2.137 0.61
O 4.721 -0.165 -3.109 -0.54
O 2.868 -0.560 -1.864 -0.89
C 3.840 1.375 1.179 -0.78
C 2.296 1.238 1.435 0.80
O 1.938 0.379 2.241 -0.53
O 1.533 2.023 0.767 -0.61
H 1.663 -1.273 1.365 0.30
H 3.547 -2.242 -0.508 0.51
H 3.282 -2.975 1.084 0.44
H 5.231 -1.539 1.241 0.54
H 3.903 -0.875 2.211 0.46
H 5.772 -0.470 -0.801 0.46
H 5.276 1.262 -0.980 0.44
H 4.049 2.266 0.595 0.40
H 4.302 1.451 2.166 0.44
F -5.438 3.846 0.657 -0.33
C -4.463 2.945 0.535 0.24
C -3.296 3.306 -0.113 -0.59
C -2.294 2.359 -0.256 -0.59
C -2.474 1.076 0.243 -0.05
C -3.642 0.743 0.925 -0.28
C -4.649 1.682 1.069 -0.74
Sb -1.031 -0.486 0.027 1.92
C -0.905 -0.991 2.097 0.33
C -0.992 0.063 3.003 -0.50
C -0.846 -0.175 4.356 -0.63
C -0.605 -1.470 4.782 0.18
F -0.457 -1.706 6.087 -0.33
C -0.507 -2.532 3.900 -0.60
C -0.644 -2.283 2.543 -0.43
C -2.234 -2.033 -0.823 0.45
C -3.418 -1.663 -1.451 -0.41
C -4.262 -2.641 -1.947 -0.77
C -3.887 -3.968 -1.825 0.23
F -4.695 -4.913 -2.302 -0.31
C -2.694 -4.350 -1.236 -0.65
C -1.853 -3.368 -0.743 -0.40
H -3.187 4.311 -0.498 0.50
H -1.366 2.642 -0.735 0.49
H -3.768 -0.245 1.351 0.48
H -5.573 1.447 1.580 0.47
H -1.175 1.071 2.651 0.51
H -0.900 0.627 5.079 0.47
H -0.325 -3.529 4.278 0.49
H -0.562 -3.104 1.843 0.17
H -3.690 -0.620 -1.547 0.44
H -5.198 -2.389 -2.427 0.47
H -2.438 -5.399 -1.174 0.47
H -0.903 -3.649 -0.306 0.31
F -1.266 0.588 -2.580 -0.10
C -0.352 1.537 -2.838 0.35
C 0.832 1.547 -2.140 -0.25
C 1.769 2.521 -2.421 0.87
F 2.930 2.504 -1.747 -0.21
C 1.539 3.496 -3.372 0.02
F 2.441 4.429 -3.623 -0.29
C 0.328 3.482 -4.051 0.62
F 0.067 4.409 -4.954 -0.29
C -0.620 2.501 -3.794 0.15
F -1.768 2.501 -4.452 -0.30


(2)
12
Properties=species:S:1:pos:R:3:mulliken_charge:R:1 method="wB97M-V/def2-TZVPD" homo_energy_ev=-8.9 spin_multiplicity=1 de_lowest_ev=1.876 lumo_energy_ev=-0.79 total_energy_ev=-26924.567
O 0.934 1.679 0.308 -0.50
C 0.884 0.677 -0.707 -0.41
C 0.668 -0.599 -0.013 0.31
S 1.870 -1.789 -0.183 -0.22
C -0.516 -0.958 0.720 -0.73
S -2.043 -0.897 -0.385 -0.19
H 0.377 2.402 -0.014 0.32
H 1.793 0.680 -1.179 0.35
H -0.072 0.846 -1.356 0.29
H -0.889 -0.316 1.579 0.29
H -0.532 -1.957 1.122 0.37
H -2.475 0.232 0.106 0.13


(3)
51
Properties=species:S:1:pos:R:3:mulliken_charge:R:1 method="wB97M-V/def2-TZVPD" homo_energy_ev=-7.3 spin_multiplicity=1 de_lowest_ev=0.479 lumo_energy_ev=0.02 total_energy_ev=-43109.983
O 31.370 -12.204 -12.352 0.03
H 31.546 -11.262 -12.509 0.25
H 30.455 -12.292 -11.957 0.36
H 31.366 -12.746 -13.222 0.45
C 31.484 -14.356 -15.320 -0.03
O 30.887 -15.647 -15.121 -0.36
O 30.914 -13.362 -14.652 -0.85
C 32.986 -14.513 -15.120 0.66
F 33.597 -13.333 -15.033 -0.24
F 33.242 -15.143 -13.928 -0.30
F 33.560 -15.321 -16.026 -0.29
C 29.601 -15.788 -15.647 -0.14
C 29.226 -17.253 -15.592 -1.22
H 28.845 -17.720 -14.681 0.31
H 28.348 -17.401 -16.239 0.37
H 29.975 -17.924 -16.012 0.31
H 29.562 -15.501 -16.708 0.25
H 28.867 -15.169 -15.123 0.22
H 31.300 -14.206 -16.407 0.33
C 31.047 -8.946 -10.389 0.65
O 31.975 -9.743 -10.363 -0.80
N 30.543 -8.532 -11.593 -0.24
N 30.540 -8.308 -9.293 -0.44
H 29.914 -7.760 -11.700 0.15
H 30.781 -9.120 -12.374 0.07
H 31.006 -8.673 -8.479 0.24
H 29.789 -7.649 -9.269 0.17
C 28.938 -12.239 -9.972 0.69
O 29.011 -12.058 -11.187 -0.77
N 28.257 -11.387 -9.146 -0.43
N 29.522 -13.268 -9.311 -0.33
H 28.101 -11.631 -8.185 0.16
H 27.669 -10.671 -9.530 0.23
H 29.127 -13.601 -8.450 0.21
H 30.020 -13.973 -9.833 0.21
C 33.207 -12.905 -9.029 0.49
O 32.369 -13.311 -9.810 -0.55
N 33.806 -13.665 -8.036 -0.51
N 33.582 -11.585 -9.006 -0.41
H 34.617 -13.147 -7.732 0.20
H 33.923 -14.656 -8.144 0.28
H 32.960 -10.939 -9.501 0.39
H 33.929 -11.207 -8.139 0.26
C 31.190 -9.171 -14.730 0.56
O 31.776 -10.095 -14.200 -0.60
N 29.886 -9.294 -15.147 -0.37
N 31.552 -7.853 -14.602 -0.42
H 29.461 -8.627 -15.768 0.16
H 29.326 -10.118 -15.013 0.22
H 30.920 -7.130 -14.884 0.17
H 32.336 -7.647 -14.011 0.25


(4)
45
Properties=species:S:1:pos:R:3:mulliken_charge:R:1 method="wB97M-V/def2-TZVPD" homo_energy_ev=-8.1 spin_multiplicity=1 de_lowest_ev=0.000 lumo_energy_ev=0.49 total_energy_ev=-97057.932
C -1.523 0.959 1.907 -1.45
C -2.477 0.343 0.926 1.15
C -3.770 0.828 0.819 -0.73
C -4.657 0.270 -0.085 -0.09
Br -6.429 0.967 -0.199 -0.22
C -4.278 -0.778 -0.902 -0.63
C -2.992 -1.273 -0.805 -0.50
C -2.088 -0.726 0.101 0.24
N -0.789 -1.215 0.223 0.03
C -0.138 -2.148 -0.516 0.56
O -0.595 -2.783 -1.438 -0.67
C 1.292 -2.354 -0.006 -0.83
N 1.811 -1.148 0.607 0.23
C 2.867 -1.349 1.590 -1.46
C 4.276 -1.198 1.015 -0.66
N 4.428 0.136 0.480 0.18
C 5.621 0.597 0.008 0.80
C 6.811 -0.145 0.116 -0.56
C 7.979 0.414 -0.352 -0.52
C 7.957 1.682 -0.922 -0.50
C 6.736 2.326 -0.993 -0.41
N 5.604 1.813 -0.546 -0.33
C 3.200 0.832 0.161 -0.96
C 2.185 -0.155 -0.400 -0.56
H -1.198 0.227 2.647 0.37
H -2.006 1.778 2.434 0.39
H -0.643 1.354 1.400 0.27
H -4.089 1.648 1.445 0.38
H -4.975 -1.205 -1.606 0.42
H -2.677 -2.088 -1.435 0.53
H -0.200 -0.780 0.926 0.05
H 1.900 -2.722 -0.848 0.35
H 1.240 -3.150 0.743 0.45
H 2.761 -2.338 2.038 0.44
H 2.736 -0.608 2.387 0.31
H 5.005 -1.363 1.816 0.64
H 4.443 -1.960 0.238 0.41
H 6.818 -1.132 0.548 0.29
H 8.907 -0.137 -0.281 0.40
H 8.854 2.145 -1.297 0.37
H 6.646 3.312 -1.432 0.39
H 2.796 1.325 1.053 0.16
H 3.442 1.600 -0.575 0.51
H 2.624 -0.641 -1.287 0.33
H 1.284 0.373 -0.727 0.44


(5)
48
Properties=species:S:1:pos:R:3:mulliken_charge:R:1 method="wB97M-V/def2-TZVPD" homo_energy_ev=-7.6 spin_multiplicity=1 de_lowest_ev=1.326 lumo_energy_ev=0.46 total_energy_ev=-29679.152
C 1.450 1.494 -2.758 -0.64
C 0.416 2.574 -2.438 -0.74
N -0.902 2.036 -2.176 0.14
C -1.884 2.094 -3.241 -0.62
C -1.791 0.928 -4.222 -1.11
C -1.206 1.273 -1.100 0.52
N -2.326 0.607 -1.137 -0.37
C -2.690 -0.179 -0.094 -0.04
C -3.910 -0.861 -0.175 -0.40
C -4.308 -1.704 0.834 -0.59
C -3.491 -1.881 1.945 -0.90
C -2.286 -1.217 2.048 -0.72
C -1.864 -0.352 1.039 0.98
N -0.689 0.380 1.084 0.44
C 0.241 0.283 2.210 -2.25
C 1.327 -0.718 1.902 0.70
C 1.193 -2.060 2.221 -0.57
C 2.193 -2.955 1.876 -0.70
C 3.320 -2.525 1.209 -0.64
C 3.466 -1.176 0.882 0.51
O 4.608 -0.840 0.223 -0.44
C 4.813 0.511 -0.117 -0.58
C 2.466 -0.279 1.236 0.07
C -0.325 1.260 0.094 0.55
O 0.654 1.983 0.241 -0.72
H 2.404 1.963 -2.990 0.39
H 1.585 0.839 -1.902 0.03
H 1.141 0.892 -3.608 0.24
H 0.326 3.258 -3.284 0.41
H 0.755 3.139 -1.567 0.29
H -2.869 2.079 -2.770 0.39
H -1.753 3.042 -3.769 0.37
H -2.600 0.994 -4.945 0.39
H -0.846 0.940 -4.759 0.27
H -1.884 -0.009 -3.680 0.29
H -4.514 -0.702 -1.054 0.46
H -5.249 -2.229 0.767 0.38
H -3.798 -2.544 2.740 0.40
H -1.687 -1.381 2.929 0.16
H 0.681 1.276 2.334 0.48
H -0.306 0.022 3.113 0.78
H 0.316 -2.415 2.740 0.26
H 2.088 -4.000 2.128 0.38
H 4.105 -3.211 0.930 0.46
H 4.024 0.885 -0.777 0.12
H 4.869 1.144 0.774 0.33
H 5.766 0.541 -0.642 0.26
H 2.545 0.769 0.993 0.57


(6)
16
Properties=species:S:1:pos:R:3:mulliken_charge:R:1 method="wB97M-V/def2-TZVPD" homo_energy_ev=-8.6 spin_multiplicity=1 de_lowest_ev=9.157 lumo_energy_ev=0.75 total_energy_ev=-10437.569
C -2.191 -0.963 0.811 -0.58
C -0.712 0.133 -0.553 0.55
C 0.197 -0.735 0.010 -0.82
C 1.660 -0.131 -0.378 0.20
C 1.498 1.225 0.193 -0.68
C 0.358 1.115 -1.133 -0.30
H -1.384 -2.049 0.511 0.33
H -2.100 -0.327 1.963 0.24
H -3.250 -1.397 0.533 0.25
H 0.126 -1.255 1.345 0.21
H 2.621 -0.733 -0.165 0.39
H 1.179 1.319 1.137 0.41
H 2.359 1.797 -0.194 0.26
H 0.220 1.662 -2.127 0.33
O -2.040 0.117 -0.189 -0.36
O 1.458 0.223 -1.766 -0.43


(7)
9
Properties=species:S:1:pos:R:3:mulliken_charge:R:1 method="wB97M-V/def2-TZVPD" homo_energy_ev=-10.4 spin_multiplicity=1 de_lowest_ev=1.334 lumo_energy_ev=0.37 total_energy_ev=-6258.045
C -0.676 -1.592 -1.537 0.20
C -0.510 -0.861 -0.593 -0.25
C -0.356 -0.030 0.605 0.22
C 0.467 1.227 0.465 -0.94
O -0.869 -0.374 1.647 -0.48
H -0.837 -2.258 -2.358 0.38
H 0.137 1.820 -0.394 0.31
H 1.515 0.956 0.292 0.28
H 0.388 1.811 1.384 0.28


(8)
11
Properties=species:S:1:pos:R:3:mulliken_charge:R:1 method="wB97M-V/def2-TZVPD" homo_energy_ev=-9.0 spin_multiplicity=1 de_lowest_ev=4.853 lumo_energy_ev=-0.68 total_energy_ev=-20044.630
C -0.528 -0.753 -1.050 -0.57
C 0.061 0.414 -0.999 -0.29
N -0.237 1.123 2.964 -0.20
N 0.581 1.095 2.093 -0.01
O -1.812 1.920 0.276 -0.53
O 0.449 2.873 -0.302 -0.58
S -0.349 1.764 0.198 0.96
H -0.223 -1.476 -1.702 0.34
H -1.626 -0.832 -0.795 0.26
H 0.969 0.537 -1.478 0.40
H 0.025 0.886 3.884 0.25


(9)
42
Properties=species:S:1:pos:R:3:mulliken_charge:R:1 method="wB97M-V/def2-TZVPD" homo_energy_ev="-19.8 / -18.5" total_charge=+3 spin_multiplicity=7 lumo_energy_ev="-11.66 / -15.44" total_energy_ev=-71695.003
O 3.035 0.758 0.254 -0.35
H 3.209 0.551 -0.668 0.44
H 2.120 0.522 0.419 0.23
H 3.588 0.239 0.843 0.45
O 1.915 -2.822 -0.132 -0.30
H 1.205 -2.176 -0.141 0.55
H 2.712 -2.466 -0.531 0.44
H 1.697 -3.607 -0.639 0.43
O 0.029 -0.361 -3.302 -0.23
H 0.883 -0.790 -3.393 0.47
H -0.101 0.081 -2.460 0.22
H -0.672 -1.000 -3.446 0.47
Mn -1.973 -2.321 -0.214 0.92
P -0.274 -0.273 -0.124 1.20
O -0.294 0.821 -1.252 -0.81
O 0.846 -0.006 0.821 -0.09
O -0.173 -1.686 -0.638 -1.04
O -1.691 -0.450 0.538 -0.77
O -0.425 3.238 0.205 -0.49
H 0.429 3.551 -0.093 0.41
H -0.514 2.371 -0.191 0.24
O 0.604 2.001 2.709 -0.38
H -0.098 2.625 2.522 0.47
H 0.601 1.405 1.960 0.20
O 2.190 -1.326 2.603 -0.58
H 3.071 -1.241 2.241 0.26
H 1.640 -0.801 2.021 0.36
O -2.327 1.780 -2.444 -0.56
H -3.007 1.748 -1.772 0.49
H -1.552 1.413 -2.019 0.28
O 1.645 2.271 -1.959 -0.63
H 2.275 1.563 -2.094 0.22
H 0.816 1.824 -1.783 0.32
O -3.685 1.225 -0.261 -0.73
H -2.933 0.677 -0.040 0.31
H -3.624 1.969 0.338 0.38
O -2.709 0.170 2.909 -0.61
H -2.113 -0.052 2.194 0.32
H -3.502 0.483 2.472 0.34
O -1.153 -3.736 1.279 -0.52
H -0.744 -3.510 2.115 0.34
H -0.946 -4.662 1.154 0.33


(10)
42
Properties=species:S:1:pos:R:3:mulliken_charge:R:1 method="wB97M-V/def2-TZVPD" homo_energy_ev=-11.4 total_charge=+1 spin_multiplicity=1 lumo_energy_ev=-4.08 total_energy_ev=-41084.142
C 0.273 1.251 2.971 -0.63
C -0.158 0.955 1.710 -0.43
N 0.863 0.754 0.724 0.00
C 0.899 1.362 -0.463 0.54
N -0.125 2.210 -0.758 -0.44
C 0.186 2.664 -1.956 0.03
N 1.338 2.156 -2.407 0.00
C 1.920 2.533 -3.687 -0.24
O 2.659 3.746 -3.628 -0.27
N 2.966 4.155 -2.238 0.29
O 4.077 3.961 -2.021 -0.18
N 1.823 1.274 -1.461 0.13
P 3.325 0.249 -1.517 0.16
O 2.832 -1.094 -0.735 -0.52
O 3.528 -0.269 -3.031 -0.41
H 0.108 0.595 3.820 0.33
H 0.797 2.204 3.098 0.25
H -1.209 0.848 1.453 0.34
H 1.601 0.141 1.009 0.24
H -0.377 3.378 -2.546 0.42
H 2.493 1.738 -4.166 0.26
H 1.072 2.747 -4.346 0.35
H 3.158 -1.085 0.176 0.37
H 2.706 -0.307 -3.546 0.36
C -4.089 2.008 2.814 -0.81
C -3.236 0.988 3.426 0.39
N -2.590 0.179 3.931 -0.30
H -3.539 2.526 2.029 0.25
H -4.979 1.553 2.382 0.27
H -4.392 2.731 3.568 0.30
C 1.997 -3.610 -2.666 -0.38
C 0.934 -4.602 -2.521 0.19
N 0.101 -5.378 -2.403 -0.32
H 1.803 -2.766 -2.010 -0.04
H 2.956 -4.051 -2.402 0.30
H 2.039 -3.261 -3.697 0.26
C -4.124 -4.187 3.386 -0.88
C -3.618 -2.874 3.790 0.30
N -3.218 -1.842 4.098 -0.26
H -5.128 -4.087 2.976 0.26
H -3.473 -4.620 2.629 0.26
H -4.157 -4.850 4.248 0.27


(11)
17
Properties=species:S:1:pos:R:3:mulliken_charge:R:1 method="wB97M-V/def2-TZVPD" homo_energy_ev=-9.6 spin_multiplicity=1 de_lowest_ev=0.748 lumo_energy_ev=1.07 total_energy_ev=-8430.492
C -0.010 1.189 1.723 -1.40
C 0.058 -0.277 1.356 0.15
C -1.005 -0.941 0.524 -0.73
C 0.372 -0.732 -0.049 -0.04
C 0.561 0.286 -1.162 -0.56
C 0.193 -0.278 -2.514 -0.07
O -0.867 -0.049 -3.048 -0.47
H -0.595 1.337 2.638 0.37
H -0.477 1.789 0.937 0.29
H 0.994 1.598 1.892 0.31
H 0.491 -0.898 2.139 0.36
H -1.306 -1.955 0.773 0.28
H -1.808 -0.317 0.134 0.23
H 0.998 -1.622 -0.130 0.38
H 1.592 0.668 -1.161 0.32
H -0.134 1.118 -1.031 0.23
H 0.947 -0.916 -3.022 0.34


(12)
70
Properties=species:S:1:pos:R:3:mulliken_charge:R:1 method="wB97M-V/def2-TZVPD" homo_energy_ev="-1.9 / -4.1" total_charge=-1 spin_multiplicity=3 de_lowest_ev=0.000 lumo_energy_ev="2.41 / 2.37" total_energy_ev=-97048.128
Ti 0.522 0.445 -0.937 0.68
C -5.219 -1.302 -0.863 -0.74
N -4.038 -1.837 -0.227 0.21
C -3.729 -3.172 -0.098 -0.40
C -2.511 -3.210 0.515 -0.59
N -2.061 -1.941 0.753 -0.12
C -2.990 -1.130 0.303 -0.07
P -3.044 0.713 0.360 -0.47
C -1.586 1.110 1.248 -0.32
N -0.274 0.811 0.937 0.85
C 0.500 1.495 1.861 -0.50
C -0.280 2.199 2.708 -0.93
N -1.596 1.973 2.341 0.29
C -2.760 2.533 2.949 -0.87
C -2.613 0.888 -1.426 -0.02
N -1.596 0.312 -2.041 -0.03
C -1.624 0.749 -3.341 -0.75
C -2.666 1.604 -3.512 -0.48
N -3.290 1.695 -2.288 0.36
C -4.439 2.517 -1.975 -0.84
H -5.887 -2.126 -1.104 0.34
H -5.732 -0.608 -0.196 0.30
H -4.963 -0.780 -1.788 0.22
H -4.389 -3.943 -0.457 0.40
H -1.926 -4.076 0.785 0.34
H 1.577 1.446 1.832 0.51
H -0.025 2.840 3.534 0.38
H -2.462 3.094 3.832 0.32
H -3.283 3.206 2.256 0.27
H -3.463 1.748 3.244 0.32
H -0.883 0.436 -4.058 0.51
H -3.013 2.157 -4.368 0.42
H -4.679 3.121 -2.848 0.33
H -5.302 1.905 -1.715 0.26
H -4.213 3.173 -1.135 0.31
Cl 0.773 -6.364 3.206 -0.26
C 0.806 -5.287 1.823 0.45
C 0.827 -5.832 0.550 -0.64
C 0.846 -4.972 -0.537 -0.50
C 0.842 -3.595 -0.351 0.13
C 0.824 -3.072 0.935 0.22
C 0.807 -3.920 2.034 -0.80
C 0.829 -2.700 -1.571 -0.03
O 0.838 -3.191 -2.687 -0.73
O 0.813 -1.436 -1.312 -0.03
H 0.827 -6.905 0.420 0.42
H 0.856 -5.352 -1.550 0.46
H 0.788 -2.001 1.078 0.31
H 0.778 -3.524 3.039 0.40
F 0.497 2.118 -1.667 -0.59
C 4.247 -0.803 -0.524 -1.32
Si 3.143 0.710 -0.866 0.67
C 3.715 1.360 -2.571 -1.40
C 3.767 2.059 0.342 -0.04
C 4.648 1.809 1.397 0.07
C 5.005 2.799 2.308 -0.61
C 4.490 4.080 2.181 -0.38
C 3.611 4.357 1.139 -0.68
C 3.255 3.360 0.243 -0.16
H 5.314 -0.567 -0.587 0.39
H 4.029 -1.581 -1.261 0.30
H 4.049 -1.239 0.459 0.32
H 4.787 1.582 -2.587 0.35
H 3.170 2.268 -2.836 0.31
H 3.507 0.618 -3.349 0.33
H 5.066 0.815 1.517 0.27
H 5.688 2.566 3.118 0.35
H 4.764 4.854 2.889 0.36
H 3.192 5.352 1.035 0.37
H 2.538 3.586 -0.540 0.22